1.
DFT (the ωB97M-V functional and the def2-TZVPD basis) results for a molecular structure, C21H32As2N3O6P2V in a non-equilibrium geometry.

Structure (ORCA input):
```
! wB97M-V def2-TZVPD RIJCOSX def2/J DEFGRID3
* xyz 1 4
V -0.89028 -0.10812 -0.47773
N -0.35835 -0.11858 1.61315
C -1.35661 -0.89122 2.34455
C -1.33094 -1.11524 3.68412
C -2.35215 -1.88093 4.30206
C -3.36547 -2.41332 3.56615
C -3.40248 -2.22375 2.16368
C -4.38780 -2.78596 1.31822
C -4.32182 -2.57696 -0.02482
C -3.27336 -1.80216 -0.55473
N -2.33686 -1.26061 0.19985
C -2.39404 -1.45943 1.56006
H -0.52920 0.88608 1.70743
H 0.57612 -0.27206 1.95463
H -0.52951 -0.69580 4.28308
H -2.32445 -2.03432 5.37458
H -4.14505 -3.00191 4.03806
H -5.18499 -3.38745 1.74883
H -5.06314 -2.99418 -0.69360
H -3.20304 -1.61116 -1.61613
N -1.12366 4.22515 -0.81117
C -1.00969 3.06411 -1.82322
C -1.10149 3.52073 -3.27292
P 0.58581 2.24498 -1.31420
O 1.63213 3.16000 -2.12598
O 0.63235 0.79992 -1.73716
O 0.68423 2.55740 0.15436
P -2.32751 1.85418 -1.34939
O -3.61507 2.75798 -1.64106
O -2.25217 0.60567 -2.17700
O -2.14642 1.62753 0.13161
H -0.75709 5.08740 -1.20163
H -0.53566 3.92072 0.00005
H -2.07724 4.37729 -0.49644
H -0.27790 4.18953 -3.52891
H -2.05471 4.01307 -3.46711
H -1.03772 2.64794 -3.92298
H 2.55169 3.06046 -1.81166
H -4.40178 2.26389 -1.94036
C 4.26508 1.13007 -0.08025
As 3.11023 -0.38454 0.35484
C 4.44614 -1.42671 1.33818
C 3.22751 -1.36985 -1.32885
C 4.41996 -1.35629 -2.04959
C 4.55895 -2.07277 -3.22984
C 3.49784 -2.83111 -3.69620
C 2.30557 -2.85461 -2.98843
C 2.15055 -2.12541 -1.81024
As 0.38733 -2.12283 -0.96502
C 0.74883 -3.29539 0.55086
C -0.56703 -3.40951 -2.07213
H 3.99839 1.52802 -1.06110
H 5.31262 0.84400 -0.09310
H 4.11197 1.90224 0.66880
H 5.29156 -1.65837 0.69029
H 4.01082 -2.35802 1.70276
H 4.79208 -0.84371 2.19117
H 5.26298 -0.78570 -1.67966
H 5.49193 -2.03807 -3.77971
H 3.59249 -3.39864 -4.61372
H 1.49138 -3.44717 -3.37171
H 1.30865 -4.15877 0.21103
H -0.19583 -3.62393 0.98133
H 1.32082 -2.77178 1.31028
H -0.03325 -4.34955 -2.13578
H -0.72793 -3.00434 -3.06488
H -1.53101 -3.58902 -1.60754
*
```

## Properties
**Energy**: -204997.331 eV
**Orbital gap (alpha / beta)**: 7.3 / 8.0 eV
**HOMO level (alpha / beta)**: -10.0 / -10.9 eV

2.
DFT (the ωB97M-V functional and the def2-TZVPD basis) results for a molecular structure, C31H19CrFN5O22 in a non-equilibrium geometry.

Structure (ORCA input):
```
! wB97M-V def2-TZVPD RIJCOSX def2/J DEFGRID3
* xyz -2 4
Cr 0.61041 -2.56028 -2.20034
N -1.78238 -4.49505 -0.79821
O -2.74197 -4.04546 -0.21632
O -1.55712 -5.71331 -0.87372
O -1.05631 -3.68810 -1.48770
N 3.92017 -2.66856 -2.59615
O 4.77556 -2.68821 -3.49244
O 2.71182 -2.30455 -2.70830
O 4.21008 -3.06693 -1.45333
N 1.77923 -3.69679 0.48850
O 2.88413 -3.54285 1.02970
O 1.29235 -2.76194 -0.23282
O 1.23560 -4.80872 0.33993
N -0.18964 -0.10105 -1.56139
O -0.90492 -1.08385 -1.32113
O -0.37271 1.03996 -1.18736
O 0.83867 -0.45615 -2.19872
N -1.33710 -1.99222 -4.71258
O -1.31963 -1.84259 -5.92585
O -0.31200 -2.33045 -4.05444
O -2.37721 -1.81755 -4.04937
C -2.58647 3.13117 1.65693
C -1.22449 3.33795 1.02341
O -0.27581 2.84457 1.98235
C -0.98001 2.39476 3.04239
O -0.51313 1.71502 3.90524
O -2.33119 2.52844 2.92543
F -0.94497 4.68621 1.07541
H -3.37316 2.67986 1.05010
H -3.11052 4.06679 1.87009
H -0.87740 2.91862 0.08019
C 7.70316 0.20966 -2.83710
C 8.21333 1.29417 -3.44533
C 7.51341 2.47936 -3.43933
C 6.21541 2.55113 -2.98229
C 5.68427 1.38014 -2.33546
C 6.35764 0.15155 -2.36213
C 4.29548 1.35937 -1.79815
O 3.76541 0.39736 -1.31830
C 3.61288 2.71411 -1.79615
C 2.38016 2.95124 -1.18609
C 1.66159 4.11768 -1.22117
C 2.23775 5.23237 -1.86644
C 3.52829 5.12120 -2.34140
C 4.17057 3.87145 -2.39358
C 5.41561 3.75153 -3.15371
O 5.73927 4.62652 -3.97227
H 8.33614 -0.65142 -2.66199
H 9.27864 1.24694 -3.63637
H 8.04715 3.34379 -3.81267
H 5.99790 -0.68830 -1.78494
H 1.84977 2.12851 -0.72111
H 0.65901 4.05439 -0.82366
H 1.63833 6.11326 -2.05196
H 3.90267 5.99548 -2.85439
C -1.06973 -1.51921 2.21477
C -0.96754 -1.53884 3.59583
C -2.12750 -1.50853 4.37518
C -3.39043 -1.64817 3.80880
C -3.44584 -1.83606 2.43351
C -2.32447 -1.67813 1.63772
C -4.78440 -2.05243 1.79053
O -4.95500 -2.31933 0.62718
C -6.01850 -1.84358 2.71173
C -7.27527 -1.98209 2.05064
C -8.36941 -1.75189 2.83226
C -8.30582 -1.39661 4.17783
C -7.06928 -1.27507 4.79747
C -5.92066 -1.56344 4.03273
C -4.56837 -1.54636 4.72716
O -4.42460 -1.42921 5.92662
H -0.14945 -1.41789 1.65556
H 0.05427 -1.58829 3.94713
H -1.96985 -1.56281 5.44353
H -2.28717 -1.75362 0.55819
H -7.37887 -2.11632 0.98543
H -9.36195 -1.74761 2.39513
H -9.16795 -1.20508 4.80201
H -7.01589 -1.14963 5.86951
*
```

## Properties
**Energy**: -116074.825 eV
**Orbital gap (alpha / beta)**: 6.7 / 7.0 eV
**HOMO level (alpha / beta)**: -4.3 / -4.4 eV
**Energy above the lowest of the compared OMol25 structures with the same formula, charge and spin**: 179.3 kJ/mol

3.
DFT (the ωB97M-V functional and the def2-TZVPD basis) results for a gas-phase ion, C6H11IN (charge +1) in a non-equilibrium geometry.

Structure (ORCA input):
```
! wB97M-V def2-TZVPD RIJCOSX def2/J DEFGRID3
* xyz 1 1
C 1.14336 1.10997 0.55941
N 0.73710 -0.05584 0.11538
C 1.64046 -1.15403 -0.16991
C -0.61410 -0.31493 0.11546
C -0.91080 -1.75251 0.05171
C -1.93911 0.69221 -0.04378
C -1.74640 2.12051 -0.24378
I -3.80370 -0.17785 -0.02232
H 2.12606 1.56877 0.33101
H 0.53904 1.60110 1.30940
H 2.07449 -1.60744 0.75478
H 2.59836 -0.82675 -0.57842
H 1.21378 -1.94164 -0.73243
H -0.87415 -1.90724 -1.02246
H -0.23701 -2.49259 0.66728
H -1.84487 -2.06266 0.52590
H -1.29232 2.56430 0.66296
H -1.15796 2.28958 -1.07773
H -2.77544 2.54821 -0.46450
*
```

## Properties
**Energy**: -15980.100 eV
**Orbital gap (alpha / beta)**: 7.1 / 7.2 eV
**HOMO level (alpha / beta)**: -12.3 / -12.6 eV
**Energy above the lowest of the compared OMol25 structures with the same formula, charge and spin**: 356.0 kJ/mol

4.
DFT (the ωB97M-V functional and the def2-TZVPD basis) results for C11H13OPS in the gas phase in a non-equilibrium geometry.

Structure (ORCA input):
```
! wB97M-V def2-TZVPD RIJCOSX def2/J DEFGRID3
* xyz 0 1
C 0.52700 -2.03875 3.17341
C 1.28681 -1.39861 2.13647
C -0.67470 -1.54410 3.65474
C 0.77479 -0.21727 1.56917
C -1.07347 -0.28909 3.18517
C -0.50207 0.30267 2.01203
C -0.76830 0.47433 -1.15275
C -1.58348 1.40156 -0.32006
C 0.89938 2.38084 -1.38282
C 0.31171 1.18390 -1.89943
C 1.12536 0.46770 -2.93697
O -0.04758 2.58113 -2.30134
P -0.99030 1.98420 1.35087
S -2.72585 2.32451 2.16799
H 0.95017 -3.05283 3.56657
H 2.17458 -1.82901 1.77356
H -1.15389 -2.00555 4.48083
H 1.39047 0.39868 0.85839
H -1.81507 0.36441 3.57103
H -0.21430 -0.12584 -0.46265
H -1.53875 -0.12641 -1.67131
H -1.91852 2.20716 -0.91647
H -2.57160 0.86983 -0.14554
H 1.85468 2.90857 -1.56197
H 1.22864 -0.49760 -2.54191
H 2.24896 0.87782 -2.89774
H 0.64678 0.56283 -3.85002
*
```

## Properties
**Energy**: -33784.321 eV
**Orbital gap (alpha / beta)**: 8.8 / 5.9 eV
**HOMO level (alpha / beta)**: -8.5 / -7.9 eV
**Energy above the lowest of the compared OMol25 structures with the same formula, charge and spin**: 325.5 kJ/mol

5.
DFT (the ωB97M-V functional and the def2-TZVPD basis) results for C3H2O5 in the gas phase in a non-equilibrium geometry.

Structure (ORCA input):
```
! wB97M-V def2-TZVPD RIJCOSX def2/J DEFGRID3
* xyz 0 1
O -1.55719 1.46770 0.21525
C -1.21710 0.30991 0.03425
O -2.08821 -0.67330 -0.07664
C 0.17296 0.03531 -0.38870
O 0.61015 0.19047 -1.54427
C 1.24272 -0.42850 0.65838
O 1.05646 -0.66954 1.79732
O 2.40267 -0.13439 0.00209
H -2.89475 -0.31862 0.19941
H 2.27228 0.22094 -0.89706
*
```

## Properties
**Energy**: -13379.936 eV
**Orbital gap**: 9.7 eV
**HOMO level**: -10.9 eV
**Energy above the lowest of the compared OMol25 structures with the same formula, charge and spin**: 80.6 kJ/mol

6.
DFT (the ωB97M-V functional and the def2-TZVPD basis) results for a gas-phase ion, C9H14N5 (charge +1) in a non-equilibrium geometry.

Structure (ORCA input):
```
! wB97M-V def2-TZVPD RIJCOSX def2/J DEFGRID3
* xyz 1 1
N 2.58279 -2.15159 2.49358
N 3.15652 -0.95500 3.13499
N 2.65536 0.19932 2.88874
C 1.90536 0.71240 1.99330
C 1.10809 0.02747 0.91653
N -0.33456 0.11895 1.18324
C -1.41810 0.23470 0.39253
N -2.61679 0.25671 0.94227
C -1.45853 0.43407 -1.06462
C -0.53701 -0.34947 -1.74700
C -0.32866 -0.19942 -3.15840
C -1.00752 0.74762 -3.92027
C -1.98055 1.45824 -3.22439
C -2.24453 1.29315 -1.87274
H 3.27403 -2.76339 2.20495
H 2.02418 -2.66309 3.18534
H 3.85511 -0.97719 3.81120
H 1.73014 1.70399 1.98030
H 1.25762 0.61005 -0.03004
H 1.49184 -0.99652 0.83153
H -0.66635 0.03042 2.19652
H -3.43695 0.29732 0.33517
H -2.89510 -0.19796 1.84128
H 0.08303 -1.03629 -1.29032
H 0.32028 -0.98722 -3.60534
H -0.93878 0.80490 -5.06222
H -2.65152 2.26367 -3.75312
H -2.92937 2.08417 -1.60300
*
```

## Properties
**Energy**: -17001.221 eV
**Orbital gap**: 8.3 eV
**HOMO level**: -11.8 eV
**Energy above the lowest of the compared OMol25 structures with the same formula, charge and spin**: 372.6 kJ/mol